(1)
C6H12O | wB97M-V/def2-TZVPD

Output
LUMO energy: 0.87 eV
E_tot: -311.0171 Eh
ΔE to the lowest compared entry with this formula, charge and spin: 1.148 eV
structure (SMILES): CC[C@@]1(C)C[C@H]1O
orbital gap: 10.16 eV

ORCA input file:
```
! RIJCOSX wB97M-V def2-TZVPD def2/J DEFGRID3
* xyz 0 1
C 2.0928 0.1808 -0.4562
C 1.0460 -0.1519 0.6067
C -0.3800 -0.2812 0.0999
C -0.5869 -1.1962 -1.0991
C -1.4501 -0.2332 1.1696
C -1.3237 0.8952 0.2067
O -0.9105 2.1217 0.7336
H 1.9450 1.1874 -0.8658
H 2.0615 -0.5267 -1.2926
H 3.1004 0.1380 -0.0271
H 1.0799 0.6060 1.3973
H 1.2936 -1.1126 1.0795
H -0.5179 -0.6426 -2.0431
H 0.1652 -1.9934 -1.1360
H -1.5700 -1.6793 -1.0808
H -1.1078 -0.0244 2.1809
H -2.3131 -0.8897 1.1006
H -2.0797 0.9617 -0.5801
H -0.5447 2.6404 0.0059
*
```



(2)
C6H12O | wB97M-V/def2-TZVPD

Output
LUMO energy: 1.02 eV
E_tot: -310.9878 Eh
ΔE to the lowest compared entry with this formula, charge and spin: 1.945 eV
structure (SMILES): C=CCC[C@@H](C)O
orbital gap: 10.18 eV

ORCA input file:
```
! RIJCOSX wB97M-V def2-TZVPD def2/J DEFGRID3
* xyz 0 1
C 0.0914 1.2503 -1.6534
C 0.2834 1.6640 -0.4016
C 1.1818 1.0012 0.6234
C 1.0171 -0.5080 0.6244
C -0.5115 -0.6684 0.6814
C -1.0926 -1.4690 -0.4846
O -0.8680 -1.0962 1.9763
H -0.2789 1.9320 -2.4072
H 0.4519 0.3053 -2.0277
H -0.0824 2.6481 -0.1339
H 0.9780 1.3661 1.6391
H 2.1832 1.3159 0.3360
H 1.5404 -0.9771 1.4716
H 1.4491 -0.9451 -0.2851
H -0.8960 0.4010 0.4967
H -0.3896 -2.1238 -1.0046
H -1.3143 -0.6721 -1.2586
H -1.9392 -2.0988 -0.1546
H -1.8036 -1.3255 1.9625
*
```



(3)
C6H12O | wB97M-V/def2-TZVPD

Output
LUMO energy: 0.85 eV
E_tot: -311.0306 Eh
ΔE to the lowest compared entry with this formula, charge and spin: 0.780 eV
structure (SMILES): CC(=O)C(C)(C)C
orbital gap: 10.02 eV

ORCA input file:
```
! RIJCOSX wB97M-V def2-TZVPD def2/J DEFGRID3
* xyz 0 1
C 0.9743 -1.2439 -1.4748
C 1.0708 -0.1266 -0.4535
O 2.1794 0.2856 -0.1114
C -0.1452 0.1669 0.4092
C -0.4951 1.4057 -0.6374
C -1.2605 -0.8535 0.4558
C 0.2553 0.6748 1.7787
H 0.5657 -2.1681 -1.0246
H 1.9576 -1.4337 -1.8857
H 0.3262 -0.9653 -2.2923
H -0.7371 1.1583 -1.6706
H -1.4155 1.8501 -0.2540
H 0.2467 2.2059 -0.5938
H -0.9532 -1.7408 1.0065
H -2.1208 -0.4080 0.9423
H -1.5609 -1.1774 -0.5434
H -0.5712 1.1921 2.2589
H 0.5791 -0.1745 2.3839
H 1.1043 1.3524 1.7063
*
```



(4)
C6H12O | wB97M-V/def2-TZVPD

Output
LUMO energy (alpha / beta): -0.03 / 0.78 eV
E_tot: -310.8799 Eh
ΔE to the lowest compared entry with this formula, charge and spin: 4.881 eV
orbital gap (alpha / beta): 6.77 / 9.56 eV

ORCA input file:
```
! RIJCOSX wB97M-V def2-TZVPD def2/J DEFGRID3
* xyz 0 1
C -1.7724 0.7690 -0.3388
C -1.0234 -0.3701 0.3941
C -0.4356 -1.4631 -0.4114
O 0.8617 -1.2808 -0.6509
C 1.4187 -0.2657 0.2516
C 2.1175 0.7803 -0.5921
C 0.2250 0.1992 1.1164
H -2.6414 0.3148 -0.8226
H -1.1535 1.2830 -1.0880
H -2.0625 1.5200 0.4076
H -1.7802 -0.8997 0.9918
H -0.8103 -2.4342 -0.6684
H -2.5026 -1.6224 -0.9935
H 2.1606 -0.7955 0.8653
H 2.9202 0.3217 -1.1791
H 2.5611 1.5536 0.0420
H 1.4034 1.2493 -1.2748
H 0.2002 1.2922 1.1566
H 0.2991 -0.1805 2.1388
*
```



(5)
C6H12O | wB97M-V/def2-TZVPD

Output
LUMO energy: 1.17 eV
E_tot: -311.0035 Eh
ΔE to the lowest compared entry with this formula, charge and spin: 1.518 eV
structure (SMILES): CCO[C@H]1C[C@H]1C
orbital gap: 10.51 eV

ORCA input file:
```
! RIJCOSX wB97M-V def2-TZVPD def2/J DEFGRID3
* xyz 0 1
C 2.6443 0.7737 0.0996
C 1.5695 -0.2374 -0.2426
O 0.5919 -0.2083 0.7819
C -0.4785 -1.0535 0.4942
C -1.7856 -0.7518 1.1429
C -1.6202 -0.4928 -0.3601
C -1.5849 0.9388 -0.8271
H 3.0859 0.5393 1.0726
H 2.2175 1.7805 0.1476
H 3.4359 0.7639 -0.6569
H 1.9989 -1.2500 -0.3150
H 1.1118 -0.0070 -1.2186
H -0.1757 -2.1106 0.4429
H -1.8272 0.1532 1.7442
H -2.3627 -1.5799 1.5668
H -2.1260 -1.0998 -1.1027
H -1.2797 1.0208 -1.8804
H -2.5916 1.3729 -0.7786
H -0.9036 1.5456 -0.2300
*
```



(6)
C6H12O | wB97M-V/def2-TZVPD

Output
LUMO energy: 0.65 eV
E_tot: -310.9460 Eh
ΔE to the lowest compared entry with this formula, charge and spin: 3.084 eV
structure (SMILES): C=C/C(C)=C/C.O
orbital gap: 8.26 eV

ORCA input file:
```
! RIJCOSX wB97M-V def2-TZVPD def2/J DEFGRID3
* xyz 0 1
C 1.6078 0.5294 -1.7574
C 0.3181 0.6448 -1.2063
C 0.1072 0.4216 0.2381
C -1.3282 0.5932 0.6332
C 1.0730 0.0738 1.1335
C 0.9221 0.6843 2.5076
H 2.4013 0.1212 -1.1615
H 1.8528 0.9809 -2.7127
H -0.4999 1.0318 -1.8474
H -2.1229 0.0866 0.0809
H -1.6723 1.6817 0.4899
H -1.4959 0.3954 1.6879
H 1.7328 -0.7117 0.7806
H 0.3049 1.5717 2.4789
H 1.9380 1.0285 2.8744
H 0.6621 -0.0695 3.2778
O -1.9431 -2.3750 -1.4030
H -2.3892 -1.8535 -2.1013
H -1.3165 -2.7724 -2.0561
*
```



(7)
C6H12O | wB97M-V/def2-TZVPD

Output
LUMO energy: 1.11 eV
E_tot: -311.0470 Eh
ΔE to the lowest compared entry with this formula, charge and spin: 0.333 eV
structure (SMILES): C[C@H]1CO[C@@H](C)C1
orbital gap: 10.65 eV

ORCA input file:
```
! RIJCOSX wB97M-V def2-TZVPD def2/J DEFGRID3
* xyz 0 1
C 1.5053 -1.8115 -0.2137
C 1.1321 -0.3775 0.1321
C 0.8184 0.4999 -1.0777
O 0.1004 1.6012 -0.5629
C -0.7291 1.1421 0.5087
C -2.1834 1.0806 0.0640
C -0.1673 -0.2315 0.9355
H 2.4111 -1.8520 -0.8291
H 0.6940 -2.2975 -0.7702
H 1.6910 -2.4027 0.6891
H 1.9531 0.0953 0.6860
H 1.7086 0.8805 -1.5885
H 0.2137 -0.0629 -1.8113
H -0.6252 1.8796 1.3139
H -2.5279 2.0645 -0.2681
H -2.8256 0.7446 0.8865
H -2.2972 0.3752 -0.7679
H -0.8675 -1.0312 0.6581
H -0.0042 -0.2968 2.0156
*
```



(8)
C6H12O | wB97M-V/def2-TZVPD

Output
LUMO energy: 1.10 eV
E_tot: -310.9602 Eh
ΔE to the lowest compared entry with this formula, charge and spin: 2.696 eV
structure (SMILES): C=C(C)[C@H]1O[C@H]1C.[H][H]
orbital gap: 10.64 eV

ORCA input file:
```
! RIJCOSX wB97M-V def2-TZVPD def2/J DEFGRID3
* xyz 0 1
C 1.2148 -1.1244 0.8241
C 0.9706 -0.3443 -0.2279
C 0.8703 -0.8557 -1.6375
C 0.8331 1.1406 -0.0613
O -0.1224 1.7993 -0.8869
C -0.3488 1.7927 0.5184
C -1.5522 1.0395 1.0142
H 1.2819 -0.7182 1.8308
H 1.3660 -2.1958 0.7130
H 0.9664 -1.9447 -1.6745
H -0.0916 -0.5648 -2.0726
H 1.6513 -0.4132 -2.2685
H 1.7825 1.6782 0.0092
H -0.1915 2.7679 0.9854
H -1.6885 0.1133 0.4514
H -2.4521 1.6535 0.9034
H -1.4407 0.7887 2.0752
H -1.8213 -2.4356 -0.4317
H -1.2276 -2.1771 -0.0640
*
```



(9)
C6H12O | wB97M-V/def2-TZVPD

Output
LUMO energy: 0.72 eV
E_tot: -310.9242 Eh
ΔE to the lowest compared entry with this formula, charge and spin: 3.676 eV
orbital gap: 10.09 eV

ORCA input file:
```
! RIJCOSX wB97M-V def2-TZVPD def2/J DEFGRID3
* xyz 0 1
C -0.8261 -1.9504 0.8098
C -0.3758 -0.4734 0.5372
O -0.8773 0.2728 1.6952
C 1.1319 -0.3740 0.2421
C 1.3235 1.0437 -0.2842
C 0.1536 1.3703 -1.2283
C -0.9250 0.2826 -1.0303
H -0.2053 -2.5053 1.5414
H -0.7942 -2.5138 -0.1260
H -1.8512 -1.9778 1.1917
H -0.5448 1.1340 2.0965
H 1.7885 -0.5840 1.0989
H 1.3554 -1.1219 -0.5347
H 1.2230 1.7525 0.5342
H 2.3011 1.2028 -0.7388
H 0.5018 1.4694 -2.2817
H -0.4606 2.7317 -0.6134
H -1.0524 -0.6022 -1.6830
H -1.8661 0.8431 -1.2265
*
```



(10)
C6H12O | wB97M-V/def2-TZVPD

Output
LUMO energy: 0.89 eV
E_tot: -310.9079 Eh
ΔE to the lowest compared entry with this formula, charge and spin: 4.119 eV
structure (SMILES): C[C@@H]1[C@@H]2C[C@]12C.O
orbital gap: 9.78 eV

ORCA input file:
```
! RIJCOSX wB97M-V def2-TZVPD def2/J DEFGRID3
* xyz 0 1
C -1.2755 -0.9703 -1.2377
C -0.0743 -0.7479 -0.2703
C 0.2313 0.2981 1.0972
C -0.5443 1.3846 0.4839
C 0.5153 0.5987 -0.2616
C 1.7325 1.0459 -0.9473
H -0.9638 -0.6454 -2.2498
H -2.1621 -0.3781 -0.9989
H -1.5996 -2.0138 -1.3467
H 0.6431 -1.5757 -0.3628
H 0.8112 0.3809 2.0326
H -1.6086 1.2252 0.3244
H -0.2729 2.4013 0.7617
H 2.5177 0.2863 -0.8537
H 1.4938 1.1911 -1.9997
H 2.0790 1.9794 -0.5021
O -0.8182 -1.3785 2.3513
H -0.7357 -1.3250 1.3763
H 0.0311 -1.7567 2.6031
*
```



(11)
C6H12O | wB97M-V/def2-TZVPD

Output
LUMO energy (alpha / beta): -0.49 / -0.49 eV
E_tot: -310.8947 Eh
ΔE to the lowest compared entry with this formula, charge and spin: 4.478 eV
orbital gap (alpha / beta): 7.98 / 7.98 eV

ORCA input file:
```
! RIJCOSX wB97M-V def2-TZVPD def2/J DEFGRID3
* xyz 0 1
C -0.7132 1.7888 1.0146
C -0.7724 0.8481 -0.1108
O -0.2667 0.5552 -2.2441
C -0.1241 -0.7095 -1.6717
C 0.0785 -0.3791 -0.1662
C -0.3931 -1.4282 0.8467
C 1.5661 -0.0476 0.0419
H -0.8837 2.8247 0.7039
H -1.6153 1.5121 1.5879
H 0.1553 1.7212 1.6816
H -1.0608 0.9615 -1.3361
H 0.7405 -1.2498 -2.0797
H -1.0176 -1.3486 -1.8059
H -1.4667 -1.6256 0.7508
H -0.1802 -1.1296 1.8802
H 0.1365 -2.3683 0.6547
H 1.7664 0.3528 1.0428
H 1.8888 0.6815 -0.7077
H 2.1617 -0.9595 -0.0829
*
```



(12)
C6H12O | wB97M-V/def2-TZVPD

Output
LUMO energy: 1.11 eV
E_tot: -310.9499 Eh
ΔE to the lowest compared entry with this formula, charge and spin: 2.977 eV
structure (SMILES): C=C1O[C@@H]1C(C)C.[H][H]
orbital gap: 10.32 eV

ORCA input file:
```
! RIJCOSX wB97M-V def2-TZVPD def2/J DEFGRID3
* xyz 0 1
C 2.3801 0.9267 -0.9560
C 1.4906 -0.0024 -0.6609
O 1.0459 -1.1977 -1.1073
C 0.3285 -0.5267 -0.0122
C -1.0438 0.0118 -0.3218
C -2.0510 -1.1303 -0.4116
C -1.4261 1.0439 0.7413
H 3.1066 0.7978 -1.7492
H 2.3322 1.8763 -0.4370
H 0.4303 -1.0629 0.9341
H -0.9825 0.5134 -1.2952
H -3.0435 -0.7493 -0.6700
H -1.7516 -1.8574 -1.1740
H -2.1299 -1.6559 0.5480
H -1.4592 0.5880 1.7385
H -2.4174 1.4575 0.5320
H -0.7119 1.8750 0.7733
H 2.9517 -0.6883 2.0512
H 2.9509 -0.2196 1.4768
*
```



Which value of E_tot does entry 1 give? -311.0171 Eh